Entry 1:
The following is a quantum chemistry calculation of C37H60AsF6IrNO4PS2 as an isolated structure, from the OMol25 dataset.

The spin multiplicity is 1. Its net charge is +2. The HOMO-LUMO gap (spin up / spin down) is 5.99 / 5.98 eV. As for the lowest unoccupied orbital energy (spin up / spin down): -8.1 / -8.1 eV. The calculation puts the total energy at -5877.958548 hartree. The HOMO energy (spin up / spin down) is -14.051 / -14.051 eV.

CARTESIAN COORDINATES (ANGSTROEM)
Ir1 0.761 -0.309 -0.497
C1 -2.852 -4.387 0.611
C2 -2.000 -3.577 -0.386
C3 -0.817 -4.405 -0.872
C4 -1.626 -2.281 0.270
C5 -0.371 -2.129 0.874
C6 -0.167 -1.176 1.902
C7 0.743 -1.637 3.029
C8 0.361 -3.089 3.391
C9 0.712 -0.829 4.322
C10 -1.083 -0.081 1.970
C11 -2.382 -0.241 1.390
C12 -2.608 -1.326 0.555
C13 -3.553 0.610 1.834
C14 -3.491 2.100 1.466
C15 -4.909 0.058 1.397
C16 -0.726 1.141 2.720
C17 -1.427 1.444 3.895
C18 -1.145 2.567 4.647
C19 -0.122 3.413 4.257
C20 0.610 3.110 3.121
C21 0.322 2.003 2.324
P1 1.331 1.780 0.785
C22 1.024 3.356 -0.259
C23 1.999 3.299 -1.434
C24 1.106 4.696 0.465
C25 -0.401 3.214 -0.792
C26 3.191 1.717 1.314
C27 3.274 0.772 2.511
C28 3.981 1.139 0.132
C29 3.828 3.048 1.706
H1 -3.231 -5.283 0.127
H2 -3.697 -3.806 0.966
H3 -2.248 -4.688 1.462
H4 -2.656 -3.368 -1.237
H5 -0.332 -4.922 -0.045
H6 -0.083 -3.787 -1.380
H7 -1.162 -5.164 -1.569
H8 0.338 -2.934 0.783
H9 1.768 -1.686 2.654
H10 -0.714 -3.188 3.516
H11 0.837 -3.354 4.331
H12 0.700 -3.803 2.649
H13 -0.269 -0.894 4.783
H14 0.974 0.214 4.199
H15 1.428 -1.263 5.016
H16 -3.591 -1.482 0.144
H17 -3.551 0.552 2.927
H18 -2.484 2.497 1.547
H19 -4.136 2.658 2.143
H20 -3.864 2.259 0.458
H21 -5.048 0.139 0.322
H22 -5.695 0.632 1.882
H23 -5.032 -0.976 1.706
H24 -2.177 0.758 4.257
H25 -1.711 2.767 5.545
H26 0.105 4.299 4.830
H27 1.428 3.755 2.851
H28 3.010 3.553 -1.134
H29 1.700 4.013 -2.200
H30 2.003 2.308 -1.888
H31 2.053 4.861 0.962
H32 0.305 4.802 1.189
H33 0.987 5.488 -0.272
H34 -0.489 2.290 -1.367
H35 -0.641 4.063 -1.433
H36 -1.119 3.204 0.024
H37 2.966 -0.229 2.228
H38 2.676 1.127 3.347
H39 4.306 0.711 2.851
H40 3.408 0.427 -0.462
H41 4.843 0.588 0.504
H42 4.349 1.919 -0.528
H43 3.436 3.442 2.640
H44 3.755 3.799 0.927
H45 4.891 2.860 1.866
F1 3.331 -1.095 -4.939
C30 2.646 -2.007 -4.268
F2 1.497 -2.211 -4.910
F3 3.315 -3.143 -4.233
S1 2.305 -1.446 -2.513
O1 2.036 -0.019 -2.550
O2 1.139 -2.175 -2.065
N1 3.641 -1.800 -1.811
S2 3.643 -2.230 -0.299
O3 4.845 -1.952 0.386
O4 2.427 -1.764 0.360
C31 3.373 -4.093 -0.354
F4 2.602 -4.362 -1.409
F5 2.700 -4.464 0.738
F6 4.481 -4.791 -0.445
C32 0.437 0.789 -5.126
C33 -0.647 1.195 -4.152
As1 -1.053 0.022 -2.579
C34 -2.712 0.974 -1.904
C35 -3.262 2.097 -2.778
C36 -2.104 -1.450 -3.404
C37 -1.369 -2.455 -4.263
H46 0.486 1.532 -5.922
H47 0.226 -0.173 -5.585
H48 1.411 0.760 -4.645
H49 -1.608 1.239 -4.676
H50 -0.420 2.188 -3.760
H51 -2.484 1.361 -0.912
H52 -3.482 0.207 -1.793
H53 -2.527 2.882 -2.944
H54 -4.121 2.549 -2.287
H55 -3.605 1.730 -3.743
H56 -2.890 -0.943 -3.978
H57 -2.588 -1.962 -2.570
H58 -1.013 -2.007 -5.188
H59 -2.030 -3.277 -4.533
H60 -0.524 -2.869 -3.719

Entry 2:
The following is a quantum chemistry calculation of a 6-piece molecular cluster, C33H42N4O2PS overall, from the OMol25 dataset.

The spin multiplicity is 1. Its net charge is +1. The HOMO-LUMO gap is 7.53 eV. As for the lowest unoccupied orbital energy: -3.0 eV. The calculation puts the total energy at -2391.590551 hartree. The HOMO energy is -10.546 eV.

CARTESIAN COORDINATES (ANGSTROEM)
C1 -1.189 -6.129 -2.264
N1 -0.242 -5.077 -2.645
C2 -0.547 -3.813 -2.799
N2 0.362 -2.933 -3.195
C3 1.772 -3.032 -2.765
N3 1.875 -2.942 -1.334
N4 -1.847 -3.377 -2.665
P1 -2.397 -2.808 -1.142
O1 -3.890 -3.310 -1.339
O2 -2.543 -1.239 -1.294
S1 -1.425 -3.431 0.376
H1 -2.021 -6.178 -2.967
H2 -0.663 -7.078 -2.318
H3 -1.548 -5.959 -1.250
H4 0.710 -5.373 -2.810
H5 0.012 -1.994 -3.038
H6 2.212 -3.919 -3.235
H7 2.273 -2.174 -3.209
H8 1.760 -3.820 -0.846
H9 2.746 -2.517 -1.047
H10 -2.520 -4.029 -3.059
H11 -4.354 -3.315 -0.484
H12 -1.696 -0.764 -1.262
C4 -3.139 2.530 -2.574
C5 -3.327 1.841 -1.383
C6 -2.836 2.361 -0.192
C7 -2.159 3.573 -0.193
C8 -1.977 4.264 -1.383
C9 -2.465 3.744 -2.574
H13 -3.521 2.123 -3.502
H14 -3.860 0.900 -1.382
H15 -2.980 1.823 0.737
H16 -1.774 3.981 0.733
H17 -1.450 5.209 -1.378
H18 -2.318 4.283 -3.501
C10 2.958 6.606 -0.789
C11 2.134 5.768 -1.527
C12 1.593 4.636 -0.934
C13 1.869 4.346 0.394
C14 2.691 5.185 1.133
C15 3.237 6.315 0.539
H19 3.382 7.490 -1.249
H20 1.913 5.998 -2.562
H21 0.950 3.975 -1.503
H22 1.443 3.463 0.855
H23 2.904 4.958 2.170
H24 3.880 6.970 1.112
C16 2.159 1.379 2.888
C17 1.023 0.960 3.568
C18 0.944 1.115 4.945
C19 1.998 1.693 5.639
C20 3.132 2.114 4.959
C21 3.214 1.956 3.582
H25 2.221 1.261 1.813
H26 0.198 0.516 3.026
H27 0.060 0.787 5.476
H28 1.934 1.818 6.713
H29 3.952 2.566 5.501
H30 4.098 2.283 3.050
C22 -1.203 3.152 7.197
C23 -2.036 4.254 7.339
C24 -3.096 4.212 8.234
C25 -3.320 3.071 8.991
C26 -2.487 1.970 8.852
C27 -1.430 2.011 7.954
H31 -0.376 3.186 6.500
H32 -1.857 5.146 6.752
H33 -3.747 5.070 8.342
H34 -4.145 3.040 9.691
H35 -2.660 1.082 9.446
H36 -0.780 1.150 7.847
C28 1.210 -6.894 -5.815
C29 0.828 -5.559 -5.814
C30 1.137 -4.738 -6.891
C31 1.827 -5.260 -7.975
C32 2.208 -6.595 -7.979
C33 1.903 -7.412 -6.900
H37 0.967 -7.537 -4.977
H38 0.282 -5.153 -4.974
H39 0.840 -3.697 -6.886
H40 2.066 -4.627 -8.819
H41 2.744 -7.000 -8.827
H42 2.203 -8.452 -6.905